Entry 1:
Below is a cluster of 11 separate species, C44H58F24O22 in total in a non-equilibrium geometry, with properties calculated with the ωB97M-V functional and the def2-TZVPD basis.

Cartesian coordinates (Å):
C1 1.17305 -5.84562 1.58421
C2 2.54957 -5.98300 0.94013
O1 3.56660 -6.20318 1.97401
C3 3.55557 -7.39461 2.53641
O2 2.80904 -8.28772 2.30859
C4 4.67773 -7.62143 3.48842
F1 4.25398 -8.09626 4.70015
F2 5.46243 -8.61224 3.03040
F3 5.49389 -6.57685 3.64343
H1 0.83035 -6.83561 1.87527
H2 0.48347 -5.36607 0.88787
H3 1.27904 -5.20712 2.45700
H4 2.86017 -5.11222 0.36499
H5 2.61668 -6.81068 0.24600
C5 1.84527 3.93714 -3.61481
C6 2.48129 3.37798 -2.35266
O3 2.93053 2.03345 -2.58146
C7 4.21273 1.92008 -2.96504
O4 4.99627 2.82922 -3.09201
C8 4.55348 0.46386 -3.16343
F4 4.62561 0.11785 -4.47958
F5 5.80549 0.28037 -2.64949
F6 3.71285 -0.41779 -2.59984
H6 1.44925 4.93189 -3.37274
H7 1.02514 3.27523 -3.87133
H8 2.62866 3.95140 -4.35188
H9 1.81798 3.30710 -1.48077
H10 3.25513 4.01318 -1.94098
C9 -5.96867 1.23565 -0.22739
C10 -6.55855 2.57671 -0.79631
O5 -6.97241 2.31735 -2.15846
C11 -6.78612 3.29548 -2.98769
O6 -6.44832 4.47386 -2.81742
C12 -7.21105 2.92419 -4.36301
F7 -8.04983 1.87577 -4.42791
F8 -7.92502 3.92464 -4.92510
F9 -6.18721 2.67145 -5.23156
H11 -5.02027 1.02387 -0.71996
H12 -6.60181 0.40276 -0.44811
H13 -5.78246 1.52272 0.79678
H14 -5.81194 3.37390 -0.72320
H15 -7.43166 2.89894 -0.22265
C13 -3.39787 4.44466 1.29547
C14 -2.05494 4.09316 0.73138
O7 -1.91534 4.64082 -0.61141
C15 -2.43208 3.92918 -1.57134
O8 -3.07793 2.90616 -1.49732
C16 -2.14388 4.47458 -2.93230
F10 -3.31367 5.06905 -3.48966
F11 -1.17128 5.43872 -2.98127
F12 -1.74296 3.50361 -3.82394
H16 -4.18378 4.18475 0.61234
H17 -3.48860 5.47286 1.60907
H18 -3.57361 3.89834 2.21676
H19 -1.98653 3.00837 0.67610
H20 -1.26110 4.61369 1.24790
C17 -2.91350 0.39656 -4.63154
C18 -2.05207 -0.66121 -5.24122
O9 -0.89736 -0.07011 -5.87740
C19 0.20518 -0.00519 -5.17596
O10 0.43494 -0.21939 -3.99333
C20 1.40393 0.39785 -6.07604
F13 1.86306 1.64204 -5.66888
F14 2.49351 -0.41088 -5.98548
F15 1.15054 0.47822 -7.38760
H21 -2.40698 0.83766 -3.77133
H22 -3.86365 -0.02326 -4.28308
H23 -3.13805 1.21392 -5.32088
H24 -2.61160 -1.10354 -6.07954
H25 -1.77747 -1.48276 -4.56703
C21 -4.83674 -2.19448 -1.38574
C22 -3.96792 -2.99142 -0.45481
O11 -3.93033 -4.43429 -0.83657
C23 -3.18061 -4.74416 -1.83499
O12 -2.44207 -3.97991 -2.43903
C24 -2.99699 -6.18270 -2.01665
F16 -1.73559 -6.60483 -1.82804
F17 -3.75638 -6.96455 -1.16045
F18 -3.35883 -6.59157 -3.30104
H26 -5.80201 -2.70829 -1.52137
H27 -4.37363 -2.01056 -2.35211
H28 -5.12401 -1.23644 -0.98420
H29 -4.33005 -3.03055 0.56378
H30 -2.95659 -2.60972 -0.32070
C25 7.80514 1.32451 -0.00905
C26 6.51794 1.22306 0.71921
O13 6.10941 2.56466 1.09063
C27 4.85201 2.80776 1.11329
O14 3.94439 2.02509 0.90529
C28 4.57369 4.25384 1.34110
F19 3.36875 4.52085 1.88387
F20 5.47651 4.85818 2.18224
F21 4.63066 4.89107 0.12152
H31 7.65630 1.78716 -0.98978
H32 8.29926 0.38186 -0.23552
H33 8.43991 2.01098 0.56574
H34 6.63393 0.66713 1.65983
H35 5.77128 0.68456 0.11383
C29 0.00535 -1.87379 3.45188
C30 -1.51019 -2.03291 3.20299
O15 -2.21537 -0.90689 3.88185
C31 -3.39125 -0.66657 3.51497
O16 -4.02435 -1.19475 2.63700
C32 -3.98299 0.44674 4.29097
F22 -4.58164 1.35404 3.47536
F23 -5.03171 -0.01764 5.06755
F24 -3.17705 1.09671 5.07939
H36 0.18035 -2.12143 4.49587
H37 0.42861 -0.88945 3.19768
H38 0.50099 -2.68602 2.89349
H39 -1.88474 -3.02135 3.50895
H40 -1.73569 -1.89689 2.14892
O17 -1.28066 2.11354 3.02123
C33 -0.29161 2.04587 3.71740
C34 1.09741 2.69555 3.43742
C35 1.81626 2.47108 4.73903
C36 1.08545 1.27642 5.34090
O18 -0.23913 1.32635 4.79431
H41 1.51137 2.14910 2.59650
H42 1.04494 3.74346 3.15697
H43 2.86850 2.25218 4.61918
H44 1.72113 3.37882 5.34299
H45 1.63608 0.39079 5.05001
H46 1.07600 1.36615 6.41256
O19 0.36384 -2.36273 0.26896
C37 0.00245 -1.22114 0.01100
C38 0.84311 -0.00573 -0.37104
C39 -0.14501 1.15816 -0.34416
C40 -1.47225 0.45010 -0.51835
O20 -1.30956 -0.88587 0.03196
H47 1.56204 0.10869 0.44107
H48 1.32650 -0.13534 -1.32582
H49 -0.12344 1.66356 0.61305
H50 -0.01687 1.96206 -1.07597
H51 -2.27557 0.97890 -0.00003
H52 -1.74065 0.35731 -1.56750
O21 4.25618 -3.23653 5.21578
C41 3.99218 -2.71548 4.14797
C42 3.68828 -3.26859 2.78838
C43 3.37326 -2.04401 1.90151
C44 3.59572 -0.86746 2.86415
O22 3.88227 -1.34833 4.17206
H53 4.50149 -3.90744 2.43345
H54 2.81257 -3.88203 2.97817
H55 4.09841 -1.96953 1.10317
H56 2.36495 -2.14046 1.53588
H57 4.42297 -0.26447 2.47494
H58 2.74070 -0.19356 2.86442

Output
**Largest force on an atom**: 5.46 eV Å⁻¹
**E_LUMO**: 0.033 eV
**SMILES**: CCOC(=O)C(F)(F)F.CCOC(=O)C(F)(F)F.CCOC(=O)C(F)(F)F.CCOC(=O)C(F)(F)F.CCOC(=O)C(F)(F)F.CCOC(=O)C(F)(F)F.CCOC(=O)C(F)(F)F.CCOC(=O)C(F)(F)F.O=C1CCCO1.O=C1CCCO1.O=C1CCCO1
**Charge**: 0
**HOMO**: -10.617 eV

Mulliken population analysis, charges in e, atoms 1 to 4: -0.865 -0.545 -0.292 0.351

***

Entry 2:
Below is a structure of composition C44H58N3O2S2Sr in a non-equilibrium geometry, with properties calculated with the ωB97M-V functional and the def2-TZVPD basis.

Cartesian coordinates (Å):
Sr1 -0.73179 1.17517 0.75649
C1 -3.69559 1.91310 0.09949
N1 -3.17159 2.10255 1.45740
C2 -3.83582 1.22095 2.42661
C3 -3.33580 -0.21849 2.40233
N2 -1.91829 -0.34932 2.73277
C4 -1.53009 -1.76418 2.69168
C5 -1.49549 0.21053 3.99167
C6 -2.36468 0.33683 5.07068
C7 -1.94412 0.86178 6.28240
C8 -0.62252 1.25609 6.43010
C9 0.25956 1.10677 5.37507
C10 -0.13894 0.57293 4.14268
S1 1.05458 0.34387 2.88855
C11 -3.33032 3.49497 1.85280
C12 -4.60928 3.98937 2.09273
C13 -4.83005 5.29995 2.47731
C14 -3.73591 6.14626 2.62180
C15 -2.46314 5.67269 2.37873
C16 -2.21257 4.34106 1.98492
S2 -0.56986 3.86181 1.70759
H1 -4.78560 2.04100 0.06013
H2 -3.44603 0.91540 -0.27798
H3 -3.23027 2.65279 -0.55409
H4 -4.92289 1.18862 2.25417
H5 -3.67089 1.64938 3.41141
H6 -3.45740 -0.63432 1.39954
H7 -3.97237 -0.81294 3.07790
H8 -1.81913 -2.19627 1.73614
H9 -2.01792 -2.32712 3.50249
H10 -0.45029 -1.84869 2.80643
H11 -3.40043 0.03262 4.97265
H12 -2.65211 0.96609 7.09582
H13 -0.28518 1.67922 7.36905
H14 1.29365 1.40899 5.47694
H15 -5.46321 3.32850 1.98162
H16 -5.83877 5.64956 2.66070
H17 -3.88457 7.17573 2.92794
H18 -1.60586 6.32373 2.48981
C17 3.21238 -3.88045 -2.90975
C18 2.03342 -4.66146 -2.32181
C19 2.53223 -5.47188 -1.11365
C20 1.51078 -5.61562 -3.40471
C21 0.93250 -3.73058 -1.82663
C22 1.10928 -2.39349 -1.67787
C23 0.07469 -1.56971 -1.14604
N3 0.14262 -0.26052 -0.99598
C24 1.20041 0.54057 -1.16091
C25 2.56947 0.20415 -0.96927
C26 3.54486 1.10736 -1.24862
C27 3.16113 2.33902 -1.86943
C28 1.87274 2.75842 -2.02502
C29 0.81694 1.91520 -1.48822
O1 -0.36926 2.28644 -1.32108
C30 1.52135 4.10189 -2.65903
C31 0.96121 5.05412 -1.58996
C32 2.74739 4.75565 -3.30180
C33 0.47003 3.88761 -3.76143
C34 5.01014 0.88247 -0.89823
C35 5.22217 -0.43441 -0.14709
C36 5.48195 2.02719 0.01580
C37 5.85933 0.85790 -2.17713
C38 -1.25161 -2.13033 -0.81908
O2 -2.14782 -1.38540 -0.39319
C39 -1.40255 -3.56907 -0.99162
C40 -0.32878 -4.28109 -1.44219
C41 -2.70837 -4.34712 -0.74233
C42 -2.43222 -5.54171 0.18911
C43 -3.22342 -4.86431 -2.09682
C44 -3.84017 -3.53297 -0.10116
H19 3.95558 -4.57411 -3.30688
H20 3.70028 -3.26776 -2.14956
H21 2.88059 -3.22945 -3.72111
H22 3.32765 -6.16078 -1.41079
H23 1.72202 -6.05239 -0.66749
H24 2.91978 -4.79834 -0.34751
H25 2.33044 -6.22282 -3.79437
H26 1.07873 -5.04885 -4.23222
H27 0.74926 -6.29711 -3.02333
H28 2.00774 -1.90604 -2.02246
H29 2.79995 -0.73868 -0.49371
H30 3.96068 2.98930 -2.19927
H31 1.69357 5.22175 -0.79774
H32 0.07012 4.63493 -1.12814
H33 0.71016 6.01774 -2.04236
H34 3.47908 5.05708 -2.54865
H35 2.43875 5.65139 -3.84346
H36 3.23049 4.08010 -4.01272
H37 -0.41760 3.40974 -3.35248
H38 0.87021 3.25893 -4.56181
H39 0.17784 4.84919 -4.19014
H40 4.60945 -0.47220 0.75523
H41 6.26912 -0.52062 0.14968
H42 4.97947 -1.29472 -0.77607
H43 4.84790 2.08092 0.90259
H44 5.43896 2.99179 -0.49204
H45 6.51310 1.85589 0.33427
H46 5.54051 0.04059 -2.82776
H47 6.91346 0.71261 -1.92789
H48 5.76941 1.79195 -2.73489
H49 -0.44730 -5.35179 -1.55525
H50 -1.82038 -6.30827 -0.28964
H51 -3.37538 -6.00796 0.48213
H52 -1.91866 -5.20713 1.09204
H53 -2.47096 -5.47144 -2.60266
H54 -3.47567 -4.02536 -2.74842
H55 -4.12114 -5.47251 -1.95575
H56 -3.55800 -3.16171 0.88336
H57 -4.71057 -4.18551 0.01536
H58 -4.12050 -2.68316 -0.71739

Output
**Largest force on an atom**: 2.18 eV Å⁻¹
**E_LUMO**: 0.716 eV
**Charge**: -1
**HOMO**: -3.858 eV
**ΔE to the lowest compared entry with this formula, charge and spin**: 28.18 kcal/mol

Mulliken population analysis, charges in e, atoms 1 to 4: 0.837 -1.174 1.900 -1.642